## A
27
Properties=species:S:1:pos:R:3 method="wB97M-V/def2-TZVPD" gap_ev=10.30 e_homo_ev=-10.34
O 0.7000 -1.4013 -1.3528
H 0.4973 -2.2958 -1.0514
H 1.0682 -1.5194 -2.2363
O 0.5962 1.6505 -3.0387
H 1.0780 1.4805 -2.2072
H 1.1347 2.2944 -3.5092
O 2.1706 -0.9342 1.2351
H 2.0509 -1.7451 1.7407
H 1.4659 -0.9548 0.5760
O -0.4332 -1.1802 3.2908
H -1.1668 -0.5955 3.5131
H 0.0249 -1.3213 4.1267
O -0.8948 0.3936 0.2987
H -0.2584 0.0626 -0.3649
H -0.4363 0.2833 1.1420
O 1.9038 1.0924 -0.4542
H 2.4070 0.3203 -0.7450
H 2.1795 1.2275 0.4609
O -3.2069 -1.1885 0.1120
H -2.3680 -0.6715 0.0703
H -2.9441 -2.0720 0.3862
O -1.3393 -0.4554 -3.4569
H -0.6793 0.0936 -2.9986
H -0.9166 -0.7039 -4.2845
O -0.5035 2.7290 3.0358
H -1.2245 3.3236 3.2719
H -0.9054 2.0876 2.4397

## B
27
Properties=species:S:1:pos:R:3 method="wB97M-V/def2-TZVPD" gap_ev=9.32 e_homo_ev=-9.74
O -2.3026 2.4792 -2.1049
H -3.1056 2.9477 -1.8770
H -1.8386 2.3799 -1.2735
O 1.4349 1.2535 -2.9449
H 1.8238 0.8389 -3.7150
H 1.3361 0.5413 -2.3130
O 2.4660 -1.7576 1.1770
H 1.7077 -2.1713 0.7645
H 3.1282 -2.4480 1.2090
O 0.3670 -2.8141 0.0142
H 0.3101 -3.3828 -0.7537
H -0.2705 -3.1768 0.6292
O 1.3838 2.6940 1.1380
H 1.1937 1.7781 0.9349
H 0.5338 3.1317 1.0907
O 3.2790 0.6398 2.2004
H 2.6164 1.2080 1.8076
H 3.1964 -0.1881 1.7272
O 0.4249 0.4129 0.1450
H 0.6936 -0.4929 -0.0084
H -0.5296 0.3952 0.0747
O -3.4450 -1.0632 2.0364
H -4.3654 -0.8400 1.8979
H -2.9613 -0.4162 1.5229
O -2.1696 -0.4535 -0.8467
H -2.2901 -0.1994 -1.7616
H -2.6170 -1.2963 -0.7707

## C
27
Properties=species:S:1:pos:R:3 method="wB97M-V/def2-TZVPD" gap_ev=9.52 e_homo_ev=-9.56
O -0.4361 0.6374 1.3824
H 0.2771 1.1305 1.8256
H -0.0063 0.4306 0.5584
O -0.0837 2.0557 -0.2176
H -0.6569 2.6184 -0.7350
H 0.6437 2.5549 0.0775
O 2.6896 -0.9595 1.5116
H 3.1343 -0.3742 2.0749
H 3.5038 -1.3486 1.1013
O 2.2471 2.1674 0.0682
H 2.8810 2.8607 0.3072
H 2.5865 1.3685 0.4804
O 3.1628 -0.9081 -1.5959
H 3.8978 -1.3116 -2.1297
H 2.8740 -1.6432 -1.0685
O -1.3022 -2.5078 -1.9524
H -1.7332 -3.2886 -1.6180
H -1.1267 -2.6141 -2.8188
O -2.9278 -1.1165 2.1154
H -2.6981 -1.4575 2.9833
H -2.5036 -0.2300 2.0213
O -0.7744 -1.5048 0.0891
H -0.4044 -1.0971 0.8711
H -1.1460 -2.3312 0.5238
O -3.1255 2.1947 -1.5997
H -2.8166 2.3202 -0.7799
H -2.3039 1.9447 -2.0841

Energetically preferred structure: A | next structure: +0.218 eV

## A
73
Properties=species:S:1:pos:R:3 method="wB97M-V/def2-TZVPD" total_charge=-1 gap_ev=6.26 e_homo_ev=-4.38
Cs -1.3111 -1.6003 -0.3893
S -4.5183 -1.0729 0.9907
C -4.6387 -2.3568 -0.1160
N -3.8498 -2.6381 -1.1224
C -4.2543 -3.7632 -1.8110
C -3.6011 -4.2941 -2.9233
C -4.1007 -5.4366 -3.5248
C -5.2484 -6.0604 -3.0353
C -5.9110 -5.5452 -1.9308
C -5.4106 -4.4014 -1.3252
S -5.9905 -3.5167 0.0509
H -2.7075 -3.8083 -3.2961
H -3.5904 -5.8550 -4.3834
H -5.6232 -6.9552 -3.5165
H -6.8003 -6.0291 -1.5462
F 2.5172 -0.8570 -4.3162
C 2.1854 -2.0810 -3.8865
F 1.1804 -2.5298 -4.6383
F 3.2355 -2.8809 -4.0541
S 1.6982 -1.9590 -2.1135
O 0.5022 -1.1517 -2.1310
O 2.8503 -1.4408 -1.4351
N 1.4085 -3.4929 -1.8633
S 1.2216 -4.0070 -0.3874
O 0.7183 -5.3427 -0.3936
O 0.5859 -3.0140 0.4469
C 2.9470 -4.1694 0.3121
F 2.9838 -5.2168 1.1428
F 3.2990 -3.0866 0.9983
F 3.8386 -4.3745 -0.6580
N -1.2726 3.7087 -2.6037
C -2.4906 2.8645 -2.6257
C -2.1613 1.4507 -2.1408
N -3.2839 0.5598 -1.9524
H -1.3482 4.4684 -3.2706
H -0.4745 3.1458 -2.8861
H -0.7720 4.2276 -1.1629
H -2.9220 2.8117 -3.6315
H -3.2402 3.3098 -1.9681
H -1.6176 1.5414 -1.1986
H -1.4582 0.9958 -2.8511
H -3.9341 0.5340 -2.7242
H -3.7774 0.6741 -1.0737
O -0.3894 4.6192 -0.2951
C 0.1734 3.6519 0.3680
N 0.8191 3.9361 1.5175
C 1.4874 2.7297 1.9799
C 0.8790 1.7167 0.9499
O 1.0467 0.5255 0.9938
N 0.1506 2.3967 0.0027
C 1.1381 2.3608 3.4147
C 0.5718 3.2896 4.2792
C 0.3014 2.9514 5.5989
C 0.5909 1.6793 6.0645
C 1.1541 0.7478 5.2024
C 1.4324 1.0852 3.8880
C 3.0110 2.8324 1.8287
C 3.7858 1.7435 1.4398
C 5.1675 1.8622 1.3643
C 5.7909 3.0592 1.6800
C 5.0231 4.1455 2.0747
C 3.6443 4.0291 2.1495
H 1.0894 4.8760 1.7462
H 0.3150 4.2787 3.9247
H -0.1462 3.6844 6.2583
H 0.3719 1.4110 7.0900
H 1.3727 -0.2530 5.5520
H 1.8578 0.3505 3.2174
H 3.3126 0.8078 1.1770
H 5.7535 1.0090 1.0479
H 6.8681 3.1475 1.6190
H 5.4966 5.0853 2.3297
H 3.0672 4.8861 2.4813

## B
73
Properties=species:S:1:pos:R:3 method="wB97M-V/def2-TZVPD" total_charge=-1 gap_ev=6.20 e_homo_ev=-4.41
Cs -0.6414 -0.1923 0.2948
S -2.9105 1.9035 1.9146
C -2.8917 2.4815 0.3188
N -1.9093 2.5071 -0.5470
C -2.2953 3.0673 -1.7502
C -1.4565 3.2502 -2.8492
C -1.9563 3.8233 -4.0052
C -3.2910 4.2198 -4.0847
C -4.1386 4.0505 -3.0002
C -3.6373 3.4791 -1.8392
S -4.4169 3.1419 -0.3259
H -0.4230 2.9345 -2.7765
H -1.3073 3.9631 -4.8610
H -3.6699 4.6610 -4.9981
H -5.1753 4.3580 -3.0595
F 1.7282 -4.2704 -2.8770
C 0.5334 -3.9251 -3.3826
F -0.0915 -5.0302 -3.7668
F 0.7355 -3.1487 -4.4405
S -0.4108 -3.0317 -2.0797
O 0.3645 -1.8658 -1.7571
O -0.5182 -4.0039 -1.0176
N -1.7422 -2.8184 -2.8367
S -2.6486 -1.5315 -2.8371
O -3.9565 -1.8799 -3.2785
O -2.4753 -0.7009 -1.6773
C -1.9206 -0.5056 -4.1915
F -2.7326 0.5006 -4.4793
F -1.7531 -1.2488 -5.2929
F -0.7370 -0.0184 -3.8302
N 1.1572 -4.4002 1.2834
C 2.5660 -3.8983 1.3538
C 2.8756 -2.8262 0.2873
N 3.5399 -1.6361 0.7743
H 0.7336 -4.5039 2.2603
H 1.0755 -5.2741 0.7704
H 0.5553 -3.7458 0.7791
H 3.2237 -4.7618 1.2515
H 2.6899 -3.4769 2.3448
H 1.9448 -2.5168 -0.1908
H 3.4855 -3.2703 -0.5021
H 4.4090 -1.8385 1.2477
H 2.9464 -1.0944 1.3957
O 0.3024 -4.2432 3.8180
C 0.5129 -3.0261 3.9913
N 0.5701 -2.4495 5.2247
C 0.9368 -1.0550 5.1300
C 1.0869 -0.9506 3.5732
O 1.5031 0.0581 3.0181
N 0.7673 -2.1285 2.9979
C 2.2874 -0.7506 5.7572
C 3.1482 -1.7592 6.1719
C 4.3930 -1.4489 6.7062
C 4.7919 -0.1265 6.8215
C 3.9402 0.8843 6.3940
C 2.6972 0.5763 5.8664
C -0.1648 -0.1541 5.6760
C -1.0058 0.5822 4.8522
C -2.0390 1.3373 5.3979
C -2.2389 1.3581 6.7684
C -1.3964 0.6283 7.5986
C -0.3630 -0.1164 7.0559
H 0.2501 -2.9363 6.0420
H 2.8432 -2.7930 6.0735
H 5.0505 -2.2454 7.0324
H 5.7607 0.1176 7.2390
H 4.2470 1.9198 6.4715
H 2.0368 1.3631 5.5259
H -0.8690 0.6059 3.7790
H -2.6732 1.9064 4.7299
H -3.0442 1.9447 7.1922
H -1.5420 0.6450 8.6720
H 0.3081 -0.6674 7.7066

Energetically preferred structure: B | next structure: +1.282 eV

## A
17
Properties=species:S:1:pos:R:3 method="wB97M-V/def2-TZVPD" gap_ev=8.97 e_homo_ev=-8.25
C -2.4343 2.8008 -2.6812
N -2.2623 1.6709 -2.1251
C -1.8650 1.9661 -0.7396
H -2.6594 3.7162 -2.1906
H -2.2175 3.0583 -3.7366
H -2.2155 2.8495 -0.2762
H -0.7371 2.2285 -0.8344
H -1.8605 1.1006 -0.1245
C 1.6134 -1.4754 2.6882
S 1.9962 -3.0824 1.8579
C 2.0366 -2.7922 0.0654
H 0.6046 -1.4979 2.4995
H 2.0293 -0.5451 2.2366
H 1.5904 -1.5835 3.8272
H 2.9189 -3.5671 -0.0354
H 1.0916 -3.0828 -0.3393
H 2.3705 -1.7647 -0.0919

## B
17
Properties=species:S:1:pos:R:3 method="wB97M-V/def2-TZVPD" gap_ev=9.85 e_homo_ev=-8.87
N -0.3473 0.3792 -2.5412
C 0.1161 -0.7241 -1.6064
C -0.8672 -1.0934 -0.5477
C -1.2321 -0.0340 0.5128
C -0.1287 1.0083 0.8435
S 1.2720 0.2521 1.7161
H -1.2295 0.1024 -2.9464
H 0.3618 0.4933 -3.2457
H 0.9879 -0.1921 -1.2222
H 0.5052 -1.5513 -2.2104
H -0.4928 -1.9952 -0.0468
H -1.7964 -1.5101 -0.9169
H -2.0812 0.5619 0.1991
H -1.3771 -0.6247 1.4188
H 0.2962 1.2598 -0.1290
H -0.4649 1.8991 1.3643
H 0.6987 -0.5834 2.6042

## C
17
Properties=species:S:1:pos:R:3 method="wB97M-V/def2-TZVPD" gap_ev=8.92 e_homo_ev=-8.09
C 0.7100 1.1913 -1.6654
C -0.1841 0.1599 0.3459
C -1.0055 0.8979 1.5417
C -0.0827 -1.2821 0.6290
H 0.9541 2.0578 -2.6962
H 1.2479 0.1477 -1.8815
H 1.2680 1.6023 -0.6404
H 0.9185 0.5952 0.4912
H -1.0246 2.0895 1.2743
H -1.9908 0.3268 1.5330
H -0.4077 1.0240 2.5905
H -1.0974 -1.8360 0.8151
H 0.7360 -1.6474 1.3450
H 0.9489 -2.4420 -0.6353
H -0.5333 -1.7361 -1.2761
N 0.4793 -1.5928 -0.7524
S -0.9364 0.4438 -1.0182

## D
17
Properties=species:S:1:pos:R:3 method="wB97M-V/def2-TZVPD" gap_ev=9.65 e_homo_ev=-8.74
C 1.8426 1.4549 -0.0471
C 0.7576 0.3692 -0.2678
S 1.2079 -1.2357 0.0457
C -0.6340 0.7854 0.3480
C -1.5468 -0.3366 -0.0518
N -2.9199 -0.0633 -0.0388
H 2.0553 1.5865 1.0153
H 1.3077 2.3230 -0.3139
H 2.6369 1.2997 -0.7496
H 0.6072 0.4010 -1.3651
H 2.3456 -0.9530 0.5303
H -0.8186 1.7105 -0.2317
H -0.6770 1.0149 1.4937
H -1.2833 -1.1326 0.5869
H -1.3072 -0.7687 -1.0027
H -3.1881 0.3999 -0.9482
H -3.0828 0.6950 0.6384

Energetically preferred structure: B | next structure: +0.604 eV

## A
17
Properties=species:S:1:pos:R:3 method="wB97M-V/def2-TZVPD" gap_ev=5.98 e_homo_ev=-6.15
C 0.1431 2.6225 -1.5153
C -0.0003 1.7039 -0.3047
S -1.5058 0.6066 -0.4982
H 1.2110 2.8307 -1.6335
H -0.3739 3.5590 -1.2911
H -0.2942 2.2572 -2.4426
H -0.1530 2.3271 0.5730
H 0.7402 0.9141 -0.2386
C 1.2741 -1.7721 1.3242
C 1.8909 -2.2268 0.2550
N -0.1976 -1.8701 1.3933
H 1.7619 -1.1449 2.0464
H 2.9279 -2.0120 0.0415
H 1.3926 -2.9129 -0.4228
H -0.3618 -2.8516 1.6193
H -0.5234 -1.3503 2.2084
H -0.6518 -1.4947 0.5266

## B
17
Properties=species:S:1:pos:R:3 method="wB97M-V/def2-TZVPD" gap_ev=8.95 e_homo_ev=-8.12
C -2.2906 -1.2741 0.2211
C -1.8850 -0.3342 1.0798
N -1.6476 0.9863 0.6509
H -2.1961 -2.3295 0.4194
H -2.6172 -0.9695 -0.7681
H -1.3372 -0.6229 1.9703
H -1.8535 1.1116 -0.3363
H -2.0166 1.7796 1.1629
C 2.5269 -0.5575 -0.8242
C 1.4798 0.5432 -0.6385
S 1.3518 1.2085 1.0911
H 3.5084 -0.2181 -0.4980
H 2.2955 -1.5347 -0.4096
H 2.5898 -0.6760 -1.9134
H 1.7321 1.3609 -1.3080
H 0.4861 0.1636 -0.8726
H -0.1267 1.3628 0.9731

Energetically preferred structure: B | next structure: +1.724 eV

## A
17
Properties=species:S:1:pos:R:3 method="wB97M-V/def2-TZVPD" gap_ev=8.74 e_homo_ev=-8.02
C 1.2239 -1.5934 0.4163
C 1.1566 -0.5258 -0.3788
C 2.2048 0.5511 -0.4299
N 0.0743 -0.3608 -1.2852
H 0.5202 -2.4143 0.3214
H 2.0028 -1.6818 1.1545
H 2.9164 0.3930 0.3744
H 2.7597 0.5032 -1.3745
H 1.7457 1.5381 -0.3480
H 0.3405 0.1190 -2.1363
H -0.3870 -1.2374 -1.5007
C -2.6600 0.9707 1.2902
S -2.6809 0.3119 -0.4059
H -3.5150 0.5854 1.8443
H -1.7492 0.6557 1.7938
H -2.7384 2.0508 1.2796
H -1.2144 0.1345 -0.6154

## B
17
Properties=species:S:1:pos:R:3 method="wB97M-V/def2-TZVPD" gap_ev=6.44 e_homo_ev=-7.81
C 0.2881 -0.1362 -1.5938
C 0.0224 1.1805 -0.8989
C 0.8786 2.1978 -1.0932
N -1.1468 1.0933 -0.1808
H 1.0640 0.0214 -2.3519
H 0.5187 -0.9187 -0.8312
H -0.6219 -0.5083 -2.0914
H 0.7548 3.1593 -0.5629
H 1.6982 2.1047 -1.7511
H -1.1842 -1.6457 -0.4280
H -1.3965 0.1590 0.2704
H -1.3897 1.8956 0.3887
C 0.1892 -1.7579 2.2945
S -1.4037 -1.3480 1.6327
H 0.9908 -1.3721 1.6317
H 0.3887 -1.2487 3.2542
H 0.3494 -2.8759 2.3111

Energetically preferred structure: A | next structure: +2.794 eV

## A
18
Properties=species:S:1:pos:R:3 method="wB97M-V/def2-TZVPD" total_charge=+1 gap_ev=10.31 e_homo_ev=-13.97
C -1.3330 2.0026 1.9034
C -0.1140 1.4445 1.1764
N -0.3861 0.9340 -0.1752
C -0.1112 -0.2633 -0.7013
O -0.3778 -0.5907 -1.8431
C 0.7816 -1.1495 0.1952
N 1.3215 -2.1326 -0.8369
H -1.9098 2.7201 1.2960
H -1.0297 2.3890 2.8611
H -2.0648 1.1832 2.1622
H 0.1539 0.5409 1.7280
H 0.6031 2.2577 1.1791
H -0.9275 1.5886 -0.7228
H 0.1140 -1.6892 0.8861
H 1.6193 -0.6804 0.6970
H 1.9095 -2.8880 -0.4697
H 1.9181 -1.5887 -1.4754
H 0.6300 -2.5997 -1.4371

## B
18
Properties=species:S:1:pos:R:3 method="wB97M-V/def2-TZVPD" total_charge=+1 gap_ev=8.16 e_homo_ev=-13.23
C 0.3434 -1.0950 1.7137
C 1.9896 0.4176 0.7256
N 1.5667 -0.7583 0.9813
H 0.6168 -1.7282 2.5554
H -0.2763 -1.6836 1.0417
H -0.1459 -0.1776 2.0214
H 1.3698 1.2388 1.0528
H 2.9735 0.4925 0.2809
H 2.1304 -1.5358 0.6542
O -2.9891 -0.8279 -1.5749
C -2.1059 -0.3228 -0.9576
C -0.9356 0.3932 -1.6069
N -0.3809 1.4658 -0.7457
H -2.0535 -0.3816 0.1421
H -0.1307 -0.3305 -1.7674
H -1.2609 0.7392 -2.5900
H 0.3899 1.9109 -1.2385
H -1.1014 2.1833 -0.6881

Energetically preferred structure: A | next structure: +1.666 eV